Entry 1:
The following is a quantum chemistry calculation of C3H4N4 in the gas phase, from the Open Molecules 2025 dataset.

Summary:
**Highest occupied orbital energy**: -0.288 Eh
**Total energy**: -9128.8159 eV
**Kohn-Sham gap**: 0.204 Ha
**E_LUMO**: -2.29 eV

Each line ends with the Mulliken charge.
Geometry (Å):
1 C -0.80689 0.21167 0.41434  0.38
2 C 1.09084 -0.75438 -0.09159  -0.36
3 C 1.06107 0.76247 -0.27524  0.01
4 H -0.68776 0.20905 1.51003  0.26
5 H 1.82131 -1.11196 0.66386  0.32
6 H 1.43116 -0.87521 -1.12966  0.27
7 H 2.22016 1.11962 -0.45039  0.25
8 N -3.34277 -0.26179 -0.44744  -0.11
9 N -2.43890 0.44329 0.10479  0.15
10 N -0.26823 -1.05293 -0.09560  -0.61
11 N -0.07999 1.31015 -0.20310  -0.57



Entry 2:
The following is a quantum chemistry calculation of 2 unconnected molecules or ions with the total composition C9H14, from the Open Molecules 2025 dataset.

Summary:
**Highest occupied orbital energy**: -0.335 Eh
**Total energy**: -9557.4843 eV
**Kohn-Sham gap**: 0.371 Ha
**SMILES**: Cc1ccccc1.CC
**E_LUMO**: 0.99 eV

Each line ends with the Mulliken charge.
Geometry (Å):
1 C 1.98613 -1.90221 -0.71173  -1.18
2 C 1.33135 -0.61671 -0.73862  0.83
3 C -0.03116 -0.59602 -0.96441  -0.41
4 C -0.72614 0.69084 -1.01452  -0.39
5 C -0.04787 1.84852 -0.85452  -0.34
6 C 1.34448 1.84798 -0.54535  -0.63
7 C 1.99332 0.57349 -0.57014  -0.19
8 H 1.51534 -2.87165 -1.25552  0.28
9 H 2.37825 -2.45912 0.31211  0.22
10 H 3.02954 -1.77547 -1.35944  0.26
11 H -0.72061 -1.49073 -0.99827  0.23
12 H -1.77931 0.56536 -1.26570  0.39
13 H -0.76730 2.65490 -0.98287  0.34
14 H 1.94396 2.83306 -0.51010  0.28
15 H 3.07259 0.48354 -0.34778  0.32
16 C -2.19441 0.10554 2.53881  -0.91
17 C -2.63900 -1.09523 1.70822  -0.44
18 H -2.89615 0.22617 3.48135  0.27
19 H -1.36825 -0.04355 3.15526  0.33
20 H -1.87374 1.04225 2.03641  0.26
21 H -3.78898 -1.05552 1.55459  0.24
22 H -2.74702 -2.10278 2.36088  0.28
23 H -2.09839 -1.14363 0.73269  -0.06



Entry 3:
The following is a quantum chemistry calculation of C12H14ClOP in the gas phase, from the Open Molecules 2025 dataset.

Summary:
**Highest occupied orbital energy (spin up / spin down)**: -0.221 / -0.316 Eh
**Spin multiplicity**: 3
**Total energy**: -36522.5884 eV
**Kohn-Sham gap (spin up / spin down)**: 0.222 / 0.256 Ha
**Expectation value of S²**: 2.058
**E_LUMO (spin up / spin down)**: 0.02 / -1.62 eV

Each line ends with the Mulliken charge.
Geometry (Å):
1 C -0.66288 -1.32676 -0.25899  0.82
2 C -1.32911 -0.22121 -0.77346  0.69
3 C 0.55684 -1.69286 -0.68244  -0.25
4 C 1.76088 0.36735 -0.67572  0.00
5 C 1.41316 -2.58145 -1.13660  -0.67
6 C 4.93826 0.57323 1.05821  -0.78
7 C -2.58801 0.27216 -0.23260  -0.36
8 C 2.96532 0.09859 -0.29409  0.47
9 C 4.09922 0.94003 0.08939  -0.30
10 C -3.01571 1.56913 -0.34388  -0.14
11 C -1.23940 -2.09234 0.88594  -1.80
12 C -4.38871 2.00107 0.17784  -1.26
13 O -0.71280 0.53457 -1.70760  -0.36
14 P 0.54863 1.51991 -1.18861  -0.13
15 Cl 0.03645 2.29642 0.68228  -0.23
16 H 2.55284 -2.38057 -1.26782  0.19
17 H 1.12440 -3.55084 -1.57050  0.27
18 H 5.75593 1.22546 1.41604  0.25
19 H 4.84623 -0.32920 1.64789  0.26
20 H -3.18352 -0.21721 0.41611  0.34
21 H 2.99504 -0.87423 0.29715  0.16
22 H 4.07299 1.91877 -0.30409  0.39
23 H -2.42223 2.39954 -0.85303  0.23
24 H -2.28889 -2.10283 0.94190  0.41
25 H -0.88651 -1.59151 1.76564  0.36
26 H -0.71497 -2.99125 0.87550  0.50
27 H -5.26351 1.59066 -0.44289  0.25
28 H -4.49496 3.05042 0.30778  0.39
29 H -4.47498 1.59496 1.17063  0.32



Entry 4:
The following is a quantum chemistry calculation of C20H17ClN4O2S in the gas phase, from the Open Molecules 2025 dataset.

Summary:
**Highest occupied orbital energy**: -0.311 Eh
**Total energy**: -54428.5993 eV
**Kohn-Sham gap**: 0.301 Ha
**SMILES**: N#Cc1cccc(S(=O)(=O)N2CCN(c3ccnc4cc(Cl)ccc34)CC2)c1
**E_LUMO**: -0.26 eV

Each line ends with the Mulliken charge.
Geometry (Å):
1 N 0.70966 4.56934 -1.06810  -0.55
2 C 0.63276 3.44393 -1.26738  -0.07
3 C 0.54794 2.04703 -1.47920  0.13
4 C -0.62738 1.47812 -1.97342  -0.54
5 C -0.69946 0.11112 -2.16605  -0.62
6 C 0.37369 -0.69789 -1.82069  -0.35
7 C 1.52236 -0.12699 -1.30641  0.07
8 S 2.91701 -1.18288 -0.86567  1.29
9 O 2.65347 -2.48247 -1.40461  -0.73
10 O 4.11375 -0.48566 -1.22509  -0.76
11 N 2.96806 -1.36628 0.78739  0.08
12 C 3.41380 -0.25905 1.58807  -1.02
13 C 2.24151 0.66676 2.00032  -0.86
14 N 0.99571 -0.04711 1.81187  0.48
15 C -0.17385 0.63033 1.56596  0.44
16 C -0.25784 1.99683 1.80519  -0.64
17 C -1.44002 2.68715 1.54145  -0.57
18 N -2.53011 2.12973 1.09013  -0.65
19 C -2.49332 0.81186 0.82171  -0.03
20 C -3.67725 0.24407 0.30537  -0.81
21 C -3.70579 -1.06986 -0.06558  0.43
22 Cl -5.15081 -1.77064 -0.70179  -0.22
23 C -2.55247 -1.86033 0.02716  -1.50
24 C -1.40140 -1.33041 0.54396  0.24
25 C -1.33292 0.00131 1.00215  0.79
26 C 1.08708 -1.38758 2.34394  -1.13
27 C 2.00006 -2.22556 1.42714  -0.84
28 C 1.64184 1.23851 -1.16850  -0.30
29 H -1.46784 2.11344 -2.20819  0.46
30 H -1.59732 -0.32730 -2.57242  0.51
31 H 0.34545 -1.76630 -1.96348  0.56
32 H 3.91390 -0.66356 2.47380  0.33
33 H 4.15089 0.27947 0.99349  0.42
34 H 2.23320 1.56103 1.37839  0.50
35 H 2.36937 0.97591 3.04900  0.58
36 H 0.56671 2.54297 2.23106  0.45
37 H -1.49598 3.75011 1.73519  0.41
38 H -4.53730 0.88572 0.20679  0.52
39 H -2.57706 -2.88035 -0.32223  0.42
40 H -0.52233 -1.95028 0.54323  0.44
41 H 0.10182 -1.83218 2.46383  0.64
42 H 1.54442 -1.32619 3.34220  0.41
43 H 2.52448 -2.98954 2.01310  0.39
44 H 1.45568 -2.73028 0.62825  0.44
45 H 2.57852 1.66677 -0.84713  0.72



Entry 5:
The following is a quantum chemistry calculation of a molecular structure, C4H12N2O, from the Open Molecules 2025 dataset.

Summary:
**Highest occupied orbital energy**: -0.345 Eh
**Total energy**: -9366.2581 eV
**Kohn-Sham gap**: 0.370 Ha
**E_LUMO**: 0.68 eV

Each line ends with the Mulliken charge.
Geometry (Å):
1 C 4.38020 -0.68138 -0.38741  -0.73
2 C -1.73866 1.86319 -0.30989  -0.89
3 C -2.17899 0.55423 0.26229  0.71
4 C -3.42719 -1.41607 0.21312  -0.74
5 H 3.73990 0.32050 1.25360  0.24
6 H 5.28088 0.42542 1.14467  0.24
7 H 5.31715 -0.98954 -0.99510  0.26
8 H 4.33384 -1.57918 0.14056  0.29
9 H 3.63458 -0.54651 -1.04659  0.31
10 H -2.56400 2.47480 0.32334  0.23
11 H -2.10194 2.14000 -1.38053  0.27
12 H -0.70402 2.00288 -0.11059  0.29
13 H -3.33034 -0.00759 -1.34184  0.11
14 H -2.52527 -1.40044 1.20543  0.33
15 H -4.64121 -1.23656 0.35968  0.23
16 H -3.02349 -2.33348 -0.72436  0.20
17 N 4.50966 0.54493 0.52072  -0.60
18 N -3.00418 -0.24139 -0.51034  -0.11
19 O -1.95692 0.10618 1.38323  -0.63



Entry 6:
The following is a quantum chemistry calculation of a molecular structure, C7H10FNPd, from the Open Molecules 2025 dataset.

Summary:
**Highest occupied orbital energy (spin up / spin down)**: 0.060 / 0.089 Eh
**Spin multiplicity**: 3
**Total energy**: -15098.9940 eV
**Kohn-Sham gap (spin up / spin down)**: 0.183 / 0.153 Ha
**Net charge**: -2
**Expectation value of S²**: 2.033
**E_LUMO (spin up / spin down)**: 6.61 / 6.58 eV

Each line ends with the Mulliken charge.
Geometry (Å):
1 C -1.80078 -0.01604 -0.67738  -0.76
2 C -1.66381 -0.19112 0.73825  -0.48
3 C -0.92225 -1.41044 0.96028  -0.11
4 C -0.57671 -1.97366 -0.30309  -0.71
5 C -1.15485 -1.11975 -1.32106  -0.13
6 Pd 0.77462 0.07664 -0.15833  -0.38
7 N 1.24878 -0.40196 -2.46033  -0.54
8 C 1.04783 1.95865 0.39683  -0.65
9 C 0.83697 1.73627 1.76519  -0.49
10 H -0.72715 -1.87555 1.93471  0.27
11 H -2.12730 0.43742 1.49988  0.46
12 H -0.02323 -2.89760 -0.48616  0.25
13 H -1.20873 -1.35379 -2.38432  0.32
14 H -2.33616 0.77538 -1.17966  0.36
15 H -0.14434 2.16907 2.08347  0.24
16 H 1.99433 1.66251 -0.12637  0.30
17 H 2.20751 -0.09560 -2.11543  0.14
18 H 1.74007 1.74072 2.33447  0.31
19 H 0.31248 1.98440 -0.49209  0.38
20 F 2.52273 -1.20554 -0.00887  -0.76



Entry 7:
The following is a quantum chemistry calculation of 2 unconnected molecules or ions with the total composition C4H13N3O2, from the Open Molecules 2025 dataset.

Summary:
**Highest occupied orbital energy**: -0.330 Eh
**Total energy**: -12923.5853 eV
**Kohn-Sham gap**: 0.354 Ha
**SMILES**: NC(=O)NO.CC(C)N
**E_LUMO**: 0.67 eV

Each line ends with the Mulliken charge.
Geometry (Å):
1 N 1.81356 1.39968 -0.06289  -0.27
2 C 2.75689 0.67487 -0.73546  0.46
3 O 3.68487 1.16825 -1.34043  -0.65
4 N 2.48758 -0.67149 -0.83798  -0.12
5 O 1.80781 -1.37361 0.17813  -0.46
6 H 2.02890 2.36932 0.07944  0.22
7 H 1.21419 0.94920 0.61414  0.21
8 H 3.25128 -1.23461 -1.18779  0.26
9 H 0.92378 -0.97300 0.28348  0.26
10 C -2.20363 1.01201 0.21620  -1.47
11 C -1.70464 -0.40590 0.47484  0.82
12 C -1.30122 -1.07504 -0.84038  -1.55
13 N -0.53563 -0.34659 1.36472  -0.66
14 H -3.02336 1.00088 -0.49507  0.39
15 H -1.39687 1.61835 -0.19228  0.33
16 H -2.55611 1.47287 1.13733  0.39
17 H -2.52323 -0.98761 0.93145  0.23
18 H -0.93291 -2.08052 -0.66707  0.38
19 H -2.15991 -1.12713 -1.50017  0.43
20 H -0.52883 -0.49499 -1.33820  0.34
21 H -0.40952 -1.24082 1.82814  0.23
22 H -0.69304 0.34590 2.08985  0.23



Entry 8:
The following is a quantum chemistry calculation of a molecular structure, C2H35NO14, from the Open Molecules 2025 dataset.

Summary:
**Highest occupied orbital energy (spin up / spin down)**: -0.492 / -0.492 Eh
**Spin multiplicity**: 2
**Total energy**: -32777.0862 eV
**Kohn-Sham gap (spin up / spin down)**: 0.329 / 0.202 Ha
**Net charge**: +1
**Expectation value of S²**: 0.756
**E_LUMO (spin up / spin down)**: -4.44 / -7.89 eV

Each line ends with the Mulliken charge.
Geometry (Å):
1 C 4.02626 0.69993 1.05836  -1.04
2 C 2.55296 0.40652 0.81694  -0.73
3 N 1.69448 1.28908 1.58283  -0.30
4 H 4.67024 0.56251 0.21180  0.38
5 H 4.07148 1.68678 1.58720  0.32
6 H 4.33104 0.08758 1.88415  0.20
7 H 2.13653 0.35751 -0.19632  0.54
8 H 2.28800 -0.62902 1.08059  0.55
9 H 1.23272 0.94587 2.40698  1.35
10 H 2.17630 2.17474 1.72705  0.27
11 H 3.34614 -1.04497 2.98254  0.33
12 H 1.95393 -1.45186 3.50749  0.42
13 O 2.70708 -1.76208 2.98035  -0.33
14 H -0.88541 1.05001 -1.89478  0.47
15 H -0.63384 1.70184 -3.38329  0.30
16 O -0.81689 1.86000 -2.45440  -0.73
17 H 1.43238 -1.47409 -3.75205  0.28
18 H 1.60809 -2.39125 -2.53158  0.34
19 O 1.97237 -2.19402 -3.40830  -0.63
20 H -1.79210 -1.00365 1.15643  0.26
21 H -0.72687 -1.79070 1.98731  0.17
22 O -1.09795 -1.66848 1.10426  -0.54
23 H -0.18690 -4.43857 -0.40087  0.30
24 H -1.15287 -3.97622 -1.41890  0.29
25 O -0.68993 -3.64366 -0.63742  -0.55
26 H -4.22995 1.50385 -1.27946  0.44
27 H -4.02183 -0.11264 -1.31552  0.25
28 O -4.30306 0.66017 -0.81823  -0.73
29 H 1.01067 -0.75731 3.35606  0.33
30 H 1.32943 0.11764 2.20092  -0.76
31 O 1.75871 -0.28535 2.96679  -0.46
32 H -0.74629 -1.30291 -1.22422  0.14
33 H -1.68483 -0.40951 -0.27677  0.04
34 O -1.25775 -0.48634 -1.13709  -0.23
35 H -1.78752 -1.67728 -3.37730  0.30
36 H -0.72718 -2.05557 -4.35030  0.32
37 O -1.67318 -1.81881 -4.34174  -0.63
38 H 0.29801 -2.65999 -0.19527  0.30
39 H 0.94105 -1.24438 -0.03823  0.16
40 O 0.86347 -1.98957 -0.62236  -0.52
41 H -2.86515 3.44668 -2.25537  0.29
42 H -2.80944 2.05044 -2.87367  0.33
43 O -3.39045 2.65124 -2.38495  -0.67
44 H -1.05667 2.19815 0.66743  0.33
45 H -0.84771 3.02543 -0.76276  0.33
46 O -0.87408 3.02379 0.19728  -0.64
47 H -2.98263 1.68135 2.10069  0.26
48 H -3.40036 1.14992 0.68738  0.33
49 O -2.68793 1.14637 1.35739  -0.53
50 H -0.08238 2.73469 2.13537  0.34
51 H 0.98149 2.08002 2.86892  0.44
52 O 0.02831 1.97615 2.71862  -0.69